Record 1
45
Properties=species:S:1:pos:R:3:forces:R:3 method="wB97M-V/def2-TZVPD" s2=6.04 gap_ev="7.20 / 5.11" relative_energy_ev=0.1635 e_tot_ev=-128590.2718 spin_multiplicity=5 e_homo_ev="-14.83 / -14.82" charge=+2
Ru -1.16634 -0.92098 0.74010 -0.069 -0.030 0.539
Cl -1.41952 -4.15506 -1.09161 -0.030 -0.082 -0.062
Cl 0.44885 -6.45554 -0.14776 0.011 -0.025 -0.009
Cl 2.65885 -5.89270 1.95750 0.020 -0.014 0.005
Cl -3.37659 -1.87284 0.11614 0.020 0.167 -0.051
Cl -2.83693 -1.39057 2.91967 0.020 -0.057 0.071
Cl 0.93680 -0.73213 2.09418 0.034 0.136 0.087
Cl 3.03221 -2.98669 3.11248 0.059 0.049 0.058
S -1.52147 1.43337 -2.21187 0.083 0.107 0.401
O 0.27841 1.95318 1.81918 -0.007 0.006 0.041
O -2.20447 0.23450 -1.84520 -0.010 -0.017 -0.207
O -1.77897 2.16836 -3.39142 0.008 0.073 -0.070
O -1.60550 1.01407 1.04898 -0.239 0.085 -0.267
N -2.21093 2.55589 -0.96364 0.104 -0.154 -0.176
C -1.64363 3.68493 -0.29001 0.164 -0.247 -0.043
C 2.36009 2.22850 -1.77401 -0.040 -0.029 -0.004
C 1.01561 2.37995 -2.05171 0.082 0.106 -0.033
C -0.18741 -2.62872 0.76153 0.274 -0.278 -0.176
C 0.65081 0.06662 -1.40719 -0.086 -0.086 0.051
C -1.55323 3.37506 1.22816 -0.008 0.038 0.076
C 0.59184 -4.90588 0.54303 0.003 0.020 0.013
C -0.28276 -3.89040 0.15884 -0.065 0.119 0.025
C 0.87835 -2.40929 1.62865 -0.032 -0.220 -0.019
C -0.85649 2.03901 1.42606 0.127 0.168 -0.052
C -4.11640 -1.73515 1.75414 0.002 -0.006 0.005
C 4.33380 0.87898 -1.02552 0.040 -0.001 0.014
C 0.16175 1.30582 -1.81961 -0.279 0.060 -0.144
C 1.77830 -3.36480 2.02977 -0.068 -0.084 -0.074
C 2.87364 1.01093 -1.31458 -0.060 0.019 -0.021
C 2.00139 -0.07222 -1.16096 0.016 0.048 0.011
C 1.60668 -4.65425 1.48884 -0.038 0.091 0.004
H 4.92454 1.23609 -1.86944 0.006 -0.011 0.001
H -3.16633 2.28163 -0.72241 -0.014 0.039 -0.013
H -4.82285 -0.91395 1.73290 0.003 -0.004 -0.001
H -0.00571 -0.80596 -1.40509 0.021 0.003 0.000
H -4.58448 -2.68598 1.98272 0.028 -0.008 -0.003
H 3.03264 3.06003 -1.93974 0.005 0.003 -0.002
H 2.39673 -1.03775 -0.87085 0.000 -0.006 0.003
H 0.64111 3.30517 -2.47186 0.020 0.001 0.000
H 4.59955 1.49587 -0.16464 0.001 -0.009 0.004
H -2.30495 4.54212 -0.45449 -0.027 0.027 0.035
H -0.96290 4.15923 1.69723 -0.052 0.041 -0.024
H -0.65763 3.89169 -0.69875 -0.031 0.003 -0.007
H 4.61517 -0.14965 -0.81252 0.000 -0.002 -0.002
H -2.55160 3.35950 1.66481 0.004 -0.039 0.017

***

Record 2
36
Properties=species:S:1:pos:R:3:forces:R:3 method="wB97M-V/def2-TZVPD" smiles="O=C(N[C@H](/C=C/c1ccccc1)c1ccccc1)C(F)(F)F" gap_ev=8.91 relative_energy_ev=0.0000 e_tot_ev=-29545.9969 e_homo_ev=-8.60
F -0.38229 3.52904 3.35452 0.739 -0.940 -0.494
F 1.63762 2.68193 3.57304 -0.879 -0.131 -0.452
F -0.10081 1.33896 3.41692 0.362 1.328 -0.250
O 0.26863 3.31059 0.62142 0.140 -1.633 1.483
N 1.15713 1.22613 1.12972 -0.166 0.954 0.010
C 0.61552 2.43061 1.40947 -0.498 1.412 -0.673
C -5.11675 -0.10542 -0.88368 0.014 -0.355 -0.083
C 2.40173 -1.53716 -0.43272 0.287 -0.024 -0.290
C 1.05805 0.63078 -0.17780 0.224 0.040 -0.770
C -1.44465 0.42270 -0.20706 0.603 0.199 -0.151
C 0.42178 2.52173 2.95623 -0.112 0.196 0.972
C 3.53056 0.59290 -0.46627 0.507 -0.183 -0.462
C -5.19089 -1.50004 -1.03914 0.216 0.499 0.306
C -4.02606 -2.26670 -0.91227 0.026 0.105 -0.065
C 4.78197 -1.44347 -0.88601 -0.213 0.193 -0.124
C -0.23493 -0.12566 -0.34776 -0.023 -0.407 -0.023
C -2.79413 -1.66217 -0.64690 -0.392 0.703 -0.089
C 4.74927 -0.04673 -0.73223 -0.244 -0.106 0.193
C -3.89643 0.50368 -0.60407 0.684 -0.257 -0.087
C 2.34531 -0.14242 -0.39522 0.068 -0.450 0.217
C -2.70510 -0.25365 -0.48993 -1.257 -0.917 -0.058
C 3.60717 -2.18837 -0.73409 0.020 0.209 0.225
H 3.61702 -3.28122 -0.83664 0.070 0.534 0.111
H 3.49671 1.68189 -0.35058 0.013 -0.371 -0.129
H -1.54135 1.47734 0.07671 0.138 -0.309 -0.098
H -6.01405 0.51077 -0.98988 0.300 -0.258 0.068
H 5.66777 0.55070 -0.81616 -0.460 -0.365 0.027
H 1.92021 0.97259 1.73232 -0.075 -0.615 0.241
H -4.08847 -3.35211 -1.03089 0.082 0.371 0.067
H -3.81875 1.59202 -0.51113 -0.147 -0.378 0.040
H -0.10601 -1.16142 -0.66674 -0.392 0.326 -0.003
H 1.00887 1.40807 -0.95846 0.303 0.129 0.424
H -1.89155 -2.26853 -0.57435 -0.304 0.085 0.064
H 5.71874 -1.94565 -1.14026 -0.310 0.181 0.140
H -6.16027 -1.97317 -1.21180 0.380 0.106 -0.038
H 1.50839 -2.12855 -0.22833 0.296 0.129 -0.247

***

Record 3
42
Properties=species:S:1:pos:R:3:forces:R:3 method="wB97M-V/def2-TZVPD" s2=0.77 gap_ev="7.12 / 5.38" relative_energy_ev=0.0246 e_tot_ev=-90812.0478 spin_multiplicity=2 e_homo_ev="-14.26 / -14.26" charge=+2
I -3.09840 1.88406 1.90344 -0.078 -0.066 0.114
I -2.34768 2.81257 4.27626 0.002 0.007 0.002
Fe -0.82881 0.53967 1.50319 -0.006 0.097 -0.067
S 0.15249 2.52003 -0.76446 -0.030 -0.003 -0.010
O -0.46596 -0.33147 3.30019 0.086 0.037 0.031
O 2.30405 0.35150 -0.09876 -0.003 0.002 -0.036
N -1.57250 -1.03362 0.62448 0.163 0.093 -0.108
N 0.99536 0.04947 1.72007 -0.089 -0.210 -0.020
N -0.87541 0.39425 -2.60701 0.019 -0.039 -0.033
N -0.62876 1.12400 -0.40136 -0.099 0.146 -0.013
N 1.72488 -1.01796 3.67001 0.104 -0.014 0.029
C 0.19301 2.56104 -2.47453 0.041 -0.015 0.050
C -1.51314 -1.03860 -0.72284 0.021 -0.021 0.020
C -0.33362 1.50635 -3.24126 0.021 -0.004 0.024
C 0.77189 3.67209 -3.10143 0.004 0.014 -0.019
C -1.86502 -2.14523 -1.46909 -0.039 0.033 0.005
C -2.01307 -2.11488 1.26015 -0.022 0.051 0.038
C -2.40777 -3.25652 0.57469 -0.016 -0.028 -0.006
C 0.75447 -0.44799 2.94056 -0.061 0.030 -0.046
C -0.29645 1.57179 -4.62906 0.003 -0.008 -0.012
C 0.26937 2.67332 -5.23502 -0.001 0.001 0.002
C -2.32327 -3.27722 -0.80373 0.000 -0.006 0.003
C 1.43235 -1.53018 5.01280 0.021 -0.003 -0.019
C 3.25287 -0.66737 1.85167 0.011 0.055 -0.063
C 2.98600 -1.10749 3.09045 -0.104 -0.009 0.058
C 2.19987 -0.05302 1.04982 -0.017 -0.014 0.048
C -0.98530 0.22610 -1.28319 0.068 -0.111 0.039
C 0.80630 3.72264 -4.47361 0.003 0.003 -0.001
H 1.24886 4.57485 -4.97012 -0.002 -0.004 0.002
H 2.36777 -1.82272 5.47994 0.002 0.006 -0.003
H -1.78294 -2.16183 -2.54753 -0.028 -0.007 0.002
H -0.70248 0.76261 -5.22361 0.001 0.004 0.004
H 0.30198 2.72661 -6.31464 0.001 0.001 0.001
H -1.20974 -0.34787 -3.20534 0.026 -0.005 -0.017
H 0.77214 -2.39271 4.95411 -0.006 0.000 -0.001
H 0.95875 -0.75312 5.60672 -0.011 0.000 0.000
H -2.76386 -4.11425 1.12730 0.005 0.002 -0.001
H 4.24154 -0.76000 1.42961 0.002 -0.007 0.017
H -2.60434 -4.15967 -1.36191 -0.004 0.007 0.000
H 3.73699 -1.56659 3.71759 0.005 0.000 -0.005
H 1.18281 4.47680 -2.50457 -0.001 -0.004 -0.005
H -2.03528 -2.04941 2.34001 0.008 -0.009 0.001

***

Record 4
39
Properties=species:S:1:pos:R:3:forces:R:3 method="wB97M-V/def2-TZVPD" s2=2.02 gap_ev="7.38 / 5.31" relative_energy_ev=0.0000 e_tot_ev=-60692.2419 spin_multiplicity=3 e_homo_ev="-7.21 / -7.29"
I -1.45327 -4.04909 3.81347 0.011 0.010 -0.019
I 3.02711 -1.48322 0.70951 0.038 -0.056 0.059
Te 1.04017 1.66008 -3.37418 0.039 -0.009 0.325
Pd 0.08883 0.11893 -1.49507 -0.038 0.247 -0.537
S 2.91877 3.03375 -0.97095 -0.047 -0.035 -0.132
O 0.87477 -1.90161 -1.53901 -0.019 -0.031 0.133
N -0.77363 0.79145 0.41998 0.015 0.035 0.154
N -1.98693 -0.91696 -1.48442 -0.014 -0.018 -0.042
C -0.95504 -2.75659 -0.29465 -0.140 0.023 0.038
C 0.39875 -2.34719 -0.41701 0.028 -0.130 -0.005
C 3.82711 4.86725 -2.49491 -0.085 -0.003 -0.033
C 2.94573 4.09326 -3.29159 0.058 -0.001 -0.020
C -1.45987 -3.26990 0.88810 0.051 0.007 -0.068
C -1.85509 0.08159 0.77572 0.080 0.031 -0.175
C -2.74819 -0.34813 -0.36315 -0.013 -0.046 -0.010
C 1.15143 -2.39583 0.77850 0.190 0.123 -0.023
C -0.14029 0.95398 2.71285 0.007 0.013 -0.039
C -0.65312 -3.35614 2.01095 -0.015 -0.045 0.111
C 0.06207 1.21636 1.36807 -0.002 0.028 0.068
C -1.25170 0.21680 3.08000 -0.045 -0.026 -0.020
C 3.89833 4.41066 -1.21151 0.009 -0.062 0.063
C 2.37406 3.05360 -2.60448 -0.108 -0.144 0.104
C 0.65432 -2.89115 1.96926 -0.048 0.005 -0.075
C -2.12714 -0.22017 2.09578 0.023 0.017 0.120
C -1.85093 -2.39645 -1.43543 0.014 0.034 0.003
H -1.41335 -2.69992 -2.38595 0.010 -0.018 0.007
H 4.48412 4.80674 -0.39723 0.012 0.026 -0.026
H -3.26964 0.53768 -0.73293 0.000 0.011 0.023
H -3.50245 -1.05196 0.00256 -0.011 0.012 0.022
H 1.27225 -2.89482 2.85642 0.002 -0.001 0.005
H -2.98969 -0.82218 2.34897 -0.002 -0.002 -0.012
H 0.92566 1.77394 1.02717 -0.007 -0.006 0.001
H -2.83660 -2.86083 -1.32001 0.009 -0.028 -0.006
H -1.42887 -0.03428 4.11760 -0.014 -0.005 -0.004
H 4.37613 5.72404 -2.85655 0.002 0.003 0.006
H -2.50026 -3.57071 0.93920 -0.005 0.002 0.000
H 0.57226 1.30466 3.44559 0.009 0.003 -0.010
H -2.43336 -0.65956 -2.35554 -0.020 0.009 0.011
H 2.73758 4.28193 -4.33511 0.022 0.027 0.002

***

Record 5
38
Properties=species:S:1:pos:R:3:forces:R:3 method="wB97M-V/def2-TZVPD" s2=0.75 gap_ev="8.29 / 8.25" e_tot_ev=-66985.5983 spin_multiplicity=2 e_homo_ev="-8.05 / -8.06"
I 2.08778 1.58206 0.59719 0.060 0.025 0.003
Ti 0.43047 -0.49344 -0.39109 0.076 -0.007 0.089
S 0.38323 -1.99811 1.61696 0.001 -0.024 0.040
O -0.34606 0.09442 -4.29781 -0.035 -0.041 0.000
O 0.55102 0.00262 -2.24471 -0.014 -0.022 0.031
N 2.09960 -1.96956 -0.32175 -0.114 0.063 -0.114
N -0.92140 -1.93272 -1.42142 -0.029 -0.052 -0.033
C -0.33278 -0.31809 -3.16805 0.070 0.005 -0.057
C -1.96913 2.97659 1.31258 -0.049 0.029 0.016
C 1.80606 -2.60821 0.82760 0.039 -0.055 0.021
C -0.49712 4.84711 1.75701 -0.063 -0.012 0.001
C -3.27950 2.43794 1.29486 0.029 -0.030 -0.013
C -3.47785 1.14132 0.93099 0.007 0.033 0.007
C 3.17006 -2.31942 -1.04453 -0.001 -0.009 0.036
C -1.75291 4.31886 1.70973 0.032 0.016 0.003
C -1.40682 -1.27514 -2.64634 -0.036 0.056 -0.008
C 3.72611 -4.00373 0.53707 0.007 -0.014 0.016
C 2.62662 -3.64677 1.28561 0.003 0.007 -0.013
C -2.37672 0.34361 0.54473 -0.003 -0.079 -0.030
C -0.87694 2.14869 0.93619 0.068 -0.076 -0.032
C 0.40424 2.75460 1.02818 -0.120 0.080 0.033
C 0.61045 4.04462 1.41704 0.087 -0.025 -0.013
C 4.01315 -3.33530 -0.65464 -0.012 0.027 -0.021
C -1.07466 0.79198 0.50841 -0.041 0.103 0.030
H -4.10806 3.07259 1.58508 -0.004 0.001 0.001
H -2.61165 4.92114 1.98093 -0.003 0.001 0.001
H -1.70340 -1.96934 -3.43127 0.024 0.000 -0.003
H -0.33901 5.87316 2.06070 0.009 0.002 0.001
H 2.38224 -4.14573 2.21228 -0.007 0.004 0.003
H -2.60209 -0.68606 0.27624 0.005 0.008 0.004
H -0.36859 -2.75465 -1.64611 0.004 0.005 0.008
H -2.27126 -0.66093 -2.38714 -0.002 -0.016 -0.006
H 4.86830 -3.59699 -1.26007 0.004 -0.007 0.005
H 3.33107 -1.75400 -1.95471 0.009 -0.008 -0.004
H -1.67935 -2.24908 -0.82810 0.003 0.003 -0.001
H -4.47488 0.71806 0.93172 -0.005 0.007 0.001
H 1.61029 4.45386 1.47053 -0.002 0.000 0.001
H 4.36953 -4.80593 0.87609 0.004 0.000 -0.005